Record 1
{
  "formula": "C17H34Br14O3",
  "method": "wB97M-V/def2-TZVPD",
  "symbols": ["C", "O", "C", "O", "O", "C", "H", "H", "H", "H", "H", "H", "Br", "C", "C", "Br", "H", "H", "H", "H", "Br", "C", "C", "Br", "H", "H", "H", "H", "Br", "C", "C", "Br", "H", "H", "H", "H", "Br", "C", "C", "Br", "H", "H", "H", "H", "Br", "C", "C", "Br", "H", "H", "H", "H", "Br", "C", "C", "Br", "H", "H", "H", "H", "Br", "C", "C", "Br", "H", "H", "H", "H"],
  "positions_angstrom": [[-25.778, -2.479, -7.182], [-26.012, -3.731, -6.525], [-27.087, -4.382, -6.843], [-27.853, -4.081, -7.708], [-27.279, -5.373, -5.994], [-28.526, -6.061, -6.128], [-24.846, -2.100, -6.770], [-26.540, -1.777, -6.851], [-25.673, -2.627, -8.253], [-28.513, -6.546, -7.111], [-29.353, -5.362, -6.041], [-28.509, -6.904, -5.446], [-22.415, -4.028, -7.127], [-21.767, -2.776, -5.792], [-20.481, -3.283, -5.153], [-19.186, -1.830, -4.932], [-22.439, -2.460, -5.000], [-21.647, -1.896, -6.414], [-20.012, -4.019, -5.796], [-20.640, -3.668, -4.153], [-24.734, -7.555, -9.937], [-26.086, -7.984, -8.619], [-27.268, -8.602, -9.332], [-28.598, -9.231, -8.031], [-26.309, -7.072, -8.074], [-25.693, -8.705, -7.906], [-27.026, -9.497, -9.898], [-27.688, -7.915, -10.065], [-23.580, 0.136, -6.339], [-22.736, 0.695, -4.652], [-23.386, -0.090, -3.542], [-22.595, 0.448, -1.806], [-22.962, 1.758, -4.598], [-21.650, 0.662, -4.696], [-23.322, -1.158, -3.736], [-24.465, 0.049, -3.536], [-25.885, -0.201, -11.616], [-27.767, -0.581, -11.187], [-28.007, -0.973, -9.733], [-27.565, 0.445, -8.446], [-28.107, -1.312, -11.913], [-28.396, 0.303, -11.301], [-27.325, -1.759, -9.421], [-29.017, -1.354, -9.613], [-31.608, -7.593, -7.739], [-31.166, -6.879, -9.559], [-29.983, -5.955, -9.392], [-29.771, -4.762, -10.883], [-32.092, -6.348, -9.747], [-31.031, -7.663, -10.297], [-29.074, -6.454, -9.069], [-30.141, -5.362, -8.490], [-26.493, -2.239, -3.836], [-28.125, -1.381, -3.215], [-29.141, -1.211, -4.317], [-30.202, -2.865, -4.533], [-27.851, -0.380, -2.883], [-28.566, -1.957, -2.407], [-28.662, -0.968, -5.265], [-29.922, -0.476, -4.147], [-30.531, -8.843, -3.601], [-29.949, -8.207, -1.825], [-28.849, -7.166, -2.040], [-29.548, -5.411, -2.525], [-29.533, -8.995, -1.206], [-30.768, -7.691, -1.336], [-28.144, -7.430, -2.822], [-28.248, -7.018, -1.143]],
  "lumo_energy_ev": 0.285,
  "smiles": "COC(=O)OC.BrCCBr.BrCCBr.BrCCBr.BrCCBr.BrCCBr.BrCCBr.BrCCBr"
}


Record 2
{
  "formula": "C17H34Cl2CuNO5",
  "method": "wB97M-V/def2-TZVPD",
  "symbols": ["Cu", "C", "C", "C", "C", "C", "C", "N", "O", "C", "C", "C", "H", "H", "H", "H", "H", "H", "H", "H", "H", "H", "H", "H", "H", "H", "H", "H", "H", "H", "C", "O", "H", "H", "H", "C", "O", "H", "H", "H", "O", "C", "O", "C", "C", "C", "H", "H", "H", "H", "H", "H", "Cl", "C", "C", "Cl", "H", "H", "H", "H"],
  "positions_angstrom": [[0.321, -1.150, -0.209], [1.672, 2.919, -1.713], [1.820, 1.444, -1.270], [3.341, 1.231, -1.005], [3.796, 1.762, 0.352], [2.982, 1.122, 1.403], [1.457, 1.289, 1.271], [1.023, 1.000, -0.084], [-0.375, 1.188, -0.285], [1.167, 2.733, 1.750], [0.874, 0.281, 2.288], [1.553, 0.451, -2.398], [2.518, 3.180, -2.359], [1.652, 3.689, -0.944], [0.824, 3.034, -2.392], [3.897, 1.553, -1.890], [3.594, 0.165, -0.982], [3.644, 2.847, 0.328], [4.834, 1.424, 0.415], [3.240, 1.596, 2.360], [3.313, 0.090, 1.563], [1.775, 3.479, 1.232], [1.387, 2.856, 2.814], [0.127, 3.022, 1.579], [1.152, -0.723, 1.944], [-0.180, 0.503, 2.445], [1.403, 0.375, 3.242], [2.144, -0.457, -2.298], [1.796, 0.894, -3.372], [0.507, 0.152, -2.505], [3.586, -2.945, 0.787], [2.209, -2.846, 0.657], [4.076, -2.603, -0.149], [4.117, -2.402, 1.593], [3.864, -4.015, 0.832], [-1.347, -3.433, -2.385], [-0.955, -2.876, -1.180], [-1.398, -4.528, -2.471], [-2.337, -3.015, -2.671], [-0.743, -3.009, -3.210], [-6.103, -1.339, 1.630], [-4.938, -1.094, 1.859], [-4.009, -1.549, 1.021], [-2.685, -1.123, 1.440], [-2.818, -0.345, 2.701], [-4.256, -0.624, 3.156], [-2.069, -0.647, 0.681], [-2.246, -2.109, 1.629], [-2.694, 0.710, 2.439], [-2.105, -0.520, 3.504], [-4.765, 0.312, 3.387], [-4.346, -1.431, 3.879], [-5.039, 0.885, -2.433], [-3.842, -0.417, -2.356], [-2.445, 0.150, -2.587], [-2.093, 0.153, -4.345], [-4.038, -1.190, -3.091], [-3.861, -0.804, -1.339], [-1.677, -0.438, -2.092], [-2.302, 1.144, -2.167]],
  "lumo_energy_ev": 4.608,
  "charge": -2
}


| no. | F_max (Eh/bohr) | HOMO-LUMO gap (eV) | E_tot (hartree) |
| --- | --- | --- | --- |
| 1 | 0.034 | 10.06 | -36930.05351 |
| 2 | 0.060 | 4.94 | -3659.79564 |